Formula: C30H45HgN6OPS4SbSe4
Source: the OMol25 dataset
Level of theory: ωB97M-V/def2-TZVPD

Geometry as ORCA input:
```
! RIJCOSX wB97M-V def2-TZVPD def2/J DEFGRID3
* xyz -2 2
Hg -0.5241 0.0997 1.2289
C -3.4029 -1.2882 5.1587
C -3.9562 -1.9253 3.9439
S -2.6773 -3.0976 3.2709
C -2.7780 -4.4170 4.4275
C -1.5004 -5.1747 4.5156
S -0.0831 -4.0238 4.3589
C 0.0095 -3.2427 5.9482
C -1.1189 -2.3379 6.2883
S -1.5643 -1.2312 4.9881
H -3.6178 -0.1541 5.2663
H -3.7392 -1.7390 6.1349
H -4.8813 -2.5585 4.1446
H -4.1218 -1.1719 3.2010
H -3.0731 -4.0311 5.4179
H -3.6531 -5.0389 4.1194
H -1.3791 -5.8669 5.3809
H -1.5057 -5.8134 3.5957
H -0.0939 -4.0988 6.6804
H 1.0166 -2.7676 6.0032
H -2.0269 -2.7597 6.7329
H -0.8600 -1.6239 7.0941
N -4.8580 0.3650 -2.1706
C -5.7241 1.4324 -2.1614
C -7.0281 1.2080 -2.5905
C -7.9596 2.2383 -2.5037
C -7.5946 3.4675 -1.9135
C -6.3345 3.6628 -1.3956
C -5.3802 2.6566 -1.5020
S -3.7410 2.8332 -0.9073
N -3.0009 1.4339 -1.2604
C -3.5882 0.4181 -1.7337
C -2.7837 -0.8391 -1.9401
C -3.4278 -2.0786 -1.8100
C -2.7184 -3.2357 -2.1556
C -1.3556 -3.1632 -2.4245
C -0.7799 -1.8724 -2.5370
N -1.4758 -0.7261 -2.2695
H -5.2355 -0.5654 -2.4307
H -7.2422 0.1562 -2.9210
H -8.9923 2.0324 -2.7999
H -8.3328 4.2326 -1.8449
H -6.1624 4.6489 -1.0149
H -4.4578 -2.1712 -1.4507
H -3.2132 -4.2033 -2.1922
H -0.8632 -4.1230 -2.6490
H 0.2604 -1.6738 -2.7816
Se -0.7123 4.5541 5.0615
Sb -2.0153 2.9287 3.4112
Se -4.0909 2.7029 1.6464
Se -0.5242 2.6138 1.3033
Se -3.2287 5.3521 3.1914
O 2.4111 -0.4918 -0.7975
P 3.3658 0.3932 -1.4716
N 2.7843 1.5517 -2.5835
C 2.1477 1.1529 -3.8169
C 1.8074 2.5684 -4.5062
C 1.7072 3.5184 -3.3128
C 2.1518 2.7722 -2.0796
N 3.9933 1.4209 -0.3469
C 3.9332 1.0117 1.0824
C 5.1998 1.5329 1.6985
C 5.4275 2.8175 0.9118
C 5.0635 2.4454 -0.5251
N 4.5968 -0.4332 -2.2419
C 5.6478 -0.0221 -3.1817
C 6.4903 -1.2964 -3.3255
C 6.0540 -2.3348 -2.2536
C 4.6093 -1.8530 -1.9192
H 1.1835 0.6449 -3.6230
H 2.7981 0.5553 -4.4574
H 0.9459 2.3434 -5.1330
H 2.6168 2.7932 -5.1777
H 0.7456 4.0324 -3.1119
H 2.3895 4.3754 -3.3608
H 1.2431 2.5443 -1.4089
H 2.8473 3.2481 -1.3904
H 3.7861 -0.0762 1.1190
H 3.0440 1.4850 1.5207
H 6.0449 0.8353 1.4897
H 5.1524 1.6195 2.8198
H 6.3882 3.2659 1.0066
H 4.7766 3.6672 1.2814
H 5.9154 2.0214 -1.0675
H 4.6735 3.2509 -1.1216
H 6.2347 0.8540 -2.8407
H 5.1755 0.4028 -4.1103
H 7.5104 -1.0037 -3.2823
H 6.3242 -1.6580 -4.3202
H 6.6835 -2.3189 -1.3414
H 6.0465 -3.3424 -2.6159
H 4.3429 -1.9425 -0.8547
H 3.8324 -2.3744 -2.5043
*
```

Results
LUMO energy (spin up / spin down) = 3.5 / 3.5 eV
energy relative to the best compared isomer or geometry (same formula, charge and spin) = 129.2 kJ/mol
molecular weight = 1303.16 Da
calculated total energy = -367552.849 eV
<S²> = 0.77
frontier orbital gap (spin up / spin down) = 2.714 / 2.706 eV



Formula: C30H45NO2P2Pd
Source: the OMol25 dataset
Level of theory: ωB97M-V/def2-TZVPD

Geometry as ORCA input:
```
! RIJCOSX wB97M-V def2-TZVPD def2/J DEFGRID3
* xyz 0 3
P -0.8108 1.8327 1.5284
P -1.0757 -0.5128 -0.9678
C -2.4109 1.3391 0.7233
C -2.5700 0.0344 -0.0470
H -2.8502 2.1324 0.0911
H -3.1650 1.4138 1.5139
H -2.8228 -0.7724 0.6578
H -3.3426 0.1352 -0.8237
C -1.4206 -0.0905 -2.7370
H -0.8740 -0.8345 -3.3263
H -0.9997 0.8984 -2.9495
H -2.4887 -0.1212 -2.9747
C -1.3807 -2.3119 -1.0413
H -1.9848 -2.5478 -1.9204
H -1.8707 -2.6054 -0.1165
H -0.3887 -2.7751 -1.1186
C -0.2107 3.5488 1.4532
H 0.6796 3.5546 2.0885
H -0.8713 4.3094 1.8623
H 0.0615 3.8823 0.4502
C -1.3186 1.6855 3.2476
H -1.7971 0.7039 3.3350
H -2.0065 2.4979 3.5294
H -0.4005 1.7070 3.8448
Pd -2.1665 3.2896 -1.0486
C -4.3660 2.5679 -1.6410
C -3.4492 2.9698 -2.6221
C -3.3358 4.3801 -3.1034
C -3.3840 5.5103 -1.9643
C -2.7206 5.1797 -0.6688
C -3.3205 4.5042 0.4285
C -4.7454 4.0343 0.4735
C -5.2938 3.4300 -0.8564
C 0.7718 1.0040 1.2096
H -4.6220 1.4880 -1.5547
H -3.1480 2.1654 -3.2901
H -4.1313 4.5333 -3.8536
H -2.3782 4.4946 -3.6372
H -2.7762 6.3342 -2.3765
H -4.4245 5.8223 -1.7823
H -1.7557 5.5893 -0.3873
H -2.7900 4.5935 1.4011
H -5.4226 4.8617 0.7548
H -4.8524 3.2879 1.2908
H -6.0811 2.7323 -0.5198
H -5.7808 4.1859 -1.4980
H 0.5644 -0.0751 1.1316
H 1.4922 1.0646 2.0383
H 1.2185 1.3901 0.2691
C 2.2567 -5.8515 3.0559
C 3.0043 -4.5328 2.9096
C 3.5009 -3.9263 4.0629
C 4.1712 -2.7063 4.0218
C 4.3175 -2.0583 2.8050
C 3.8653 -2.6576 1.6294
N 3.9484 -1.9360 0.4630
C 4.1985 -2.3856 -0.8293
C 5.2089 -3.3257 -1.1163
C 5.4190 -3.7465 -2.4338
C 4.6924 -3.1832 -3.4810
C 3.7129 -2.2256 -3.2156
C 3.4033 -1.9178 -1.8845
C 2.1938 -1.0806 -1.4664
O 2.0134 0.0046 -2.0657
O 1.5141 -1.5995 -0.5221
C 3.2044 -3.9253 1.6631
C 2.6200 -4.5454 0.4410
H 1.2068 -5.7620 2.7180
H 2.7392 -6.6687 2.4874
H 2.2327 -6.1363 4.1245
H 3.3268 -4.4371 5.0175
H 4.5788 -2.2485 4.9241
H 4.8030 -1.0825 2.7267
H 3.7457 -0.9386 0.5650
H 5.8040 -3.7282 -0.3039
H 6.1500 -4.5218 -2.6384
H 4.8990 -3.4758 -4.5099
H 3.1377 -1.7094 -3.9885
H 1.9466 -3.8497 -0.0652
H 3.3685 -4.8591 -0.2920
H 2.0334 -5.4247 0.7022
*
```

Results
LUMO energy (spin up / spin down) = 0.2 / -2.9 eV
energy relative to the best compared isomer or geometry (same formula, charge and spin) = 0.0 kJ/mol
molecular weight = 620.06 Da
calculated total energy = -59475.095 eV
<S²> = 2.01
frontier orbital gap (spin up / spin down) = 4.170 / 3.202 eV



Formula: C30H45NO4P2W
Source: the OMol25 dataset
Level of theory: ωB97M-V/def2-TZVPD

Geometry as ORCA input:
```
! RIJCOSX wB97M-V def2-TZVPD def2/J DEFGRID3
* xyz 2 3
W 0.4303 1.1044 -1.0431
C 2.2117 2.3407 -0.7423
C 1.2235 3.0702 -1.5085
C 0.2879 2.5638 0.5725
C 1.6204 2.0130 0.5362
C 0.0426 3.2319 -0.6820
C 3.5547 1.9006 -1.2092
H 3.5522 1.7052 -2.2877
H 3.8825 0.9899 -0.6915
H 4.3118 2.6710 -1.0173
C 2.2557 1.2767 1.6627
H 3.0973 0.6593 1.3205
H 1.5314 0.6158 2.1790
H 2.6426 1.9731 2.4261
C -0.6065 2.5293 1.7594
H -0.2816 3.2528 2.5262
H -0.6008 1.5376 2.2413
H -1.6362 2.7839 1.5012
C -1.2093 3.9433 -1.0586
H -1.1379 5.0167 -0.8308
H -2.0777 3.5617 -0.5079
H -1.4119 3.8567 -2.1323
C 1.3274 3.4548 -2.9390
H 1.6972 4.4816 -3.0452
H 0.3548 3.4013 -3.4435
H 2.0167 2.7960 -3.4791
C -0.0373 -3.7578 -2.8832
C 0.6968 -3.2452 -3.8889
C 0.1600 -2.9410 -5.2476
C -1.3006 -2.4170 -5.3125
C -1.8166 -1.6637 -4.1229
C -2.5506 -2.2249 -3.1431
C -2.6394 -3.6994 -2.9080
C -1.3216 -4.5080 -3.0535
H 0.2225 -3.8449 -5.8774
H -1.9671 -3.2583 -5.5728
H 0.8149 -2.1937 -5.7204
H -1.3482 -5.0456 -4.0144
H 0.3685 -3.7774 -1.8638
H 1.7940 -3.2229 -3.8243
H -1.3496 -5.2801 -2.2671
H -3.0350 -3.8543 -1.8909
H -3.2142 -1.6432 -2.4951
H -3.3839 -4.1366 -3.5978
H -1.3328 -1.7123 -6.1603
H -1.6350 -0.5885 -4.1503
P 1.0163 -1.0963 -0.3952
C 1.6033 -2.4719 0.5560
C 1.9213 -0.9140 -1.9790
P -1.8006 0.2334 -0.8631
C -0.7579 -1.3762 -0.9882
C -2.7556 0.9196 -2.2547
C -2.9530 -0.1039 0.4829
H 1.2510 -2.3419 1.5935
H 2.7050 -2.4637 0.5457
H 1.2330 -3.4226 0.1413
H 1.5488 -1.6046 -2.7389
H 2.9775 -1.1305 -1.7673
H 1.8780 0.1232 -2.4122
H -3.5808 -0.9715 0.2247
H -3.5964 0.7781 0.6189
H -2.4076 -0.3035 1.4164
H -1.1936 -2.1473 -0.3337
H -0.6819 -1.7852 -1.9986
H -3.4923 1.6250 -1.8367
H -3.2710 0.1706 -2.8631
H -2.0860 1.4976 -2.9127
O -1.1347 -1.5419 4.4921
C -0.3747 -0.5912 4.1727
O -0.0064 -0.2564 3.0045
C 0.1095 0.1812 5.3966
C 0.7417 1.4527 5.3440
C 1.1616 2.1098 6.5095
C 0.9528 1.5027 7.7658
C 0.3282 0.2439 7.8366
C -0.0883 -0.3950 6.6798
N 1.3541 2.1377 8.9783
O 1.9081 3.2593 8.9322
O 1.1321 1.5383 10.0584
H 0.9029 1.9202 4.3687
H 1.6509 3.0841 6.4957
H 0.1749 -0.2142 8.8108
H -0.5740 -1.3615 6.8058
*
```

Results
LUMO energy (spin up / spin down) = -9.2 / -9.0 eV
molecular weight = 729.48 Da
calculated total energy = -61898.846 eV
<S²> = 2.03
frontier orbital gap (spin up / spin down) = 3.259 / 3.508 eV